1.
ORCA calculation (the ωB97M-V functional and the def2-TZVPD basis) on a structure of composition C69H60N5O5P3Tl.

Energy relative to the best compared isomer or geometry (same formula, charge and spin) = 0.00 kJ/mol
Gap between HOMO and LUMO = 6.698 eV
E_LUMO = -3.4 eV
Energy = -122767.5975 eV

```
! wB97M-V def2-TZVPD RIJCOSX def2/J DEFGRID3
* xyz 1 1
C -1.6441 0.4903 2.8517
H -0.0154 0.6580 -5.5664
H 6.4155 2.6242 2.3207
H 2.7012 -6.4057 2.7205
C 4.6892 -0.2853 2.1478
H -0.4024 -1.1455 -4.1455
H 1.7801 2.5336 -2.1715
C -2.3970 -1.9899 -4.6112
H -4.3450 -4.7270 3.8678
C -1.8266 0.3737 -3.6498
C -2.1085 -5.0299 2.1940
C -2.3769 -2.9807 -3.4107
C 2.8814 -5.3660 2.4929
C -2.4782 5.4797 -3.0409
C 2.3218 -4.3766 3.2835
N -0.9748 -3.0655 3.1104
H -1.3338 2.9765 -4.9969
C 3.6612 -5.0192 1.4008
C 3.8059 -0.9091 -0.4014
H 2.0016 1.1307 -6.8883
H -5.4306 -4.1374 2.6107
C 5.5414 -1.0482 -2.0517
N -1.4587 -3.7528 2.0772
C 2.5029 -3.0476 2.9521
O 1.5983 -2.8380 -0.3473
C 0.7702 1.5558 -3.7784
H -1.5837 -5.7351 1.5441
C 3.2359 -2.6997 1.8227
C -2.2425 4.7431 3.1216
C -1.1536 -3.0524 0.9754
C -1.3414 2.9805 -2.8567
C -3.5765 -0.7986 4.3676
H -2.9339 6.4533 -3.1267
N -0.4341 -2.2198 -1.8974
C -3.9062 -4.4984 0.4434
H -3.2783 -4.9751 -0.3064
C 1.8426 2.2397 -3.2124
H 5.1902 -2.0668 3.2266
C -4.3869 -4.2261 2.9015
H 2.0488 -2.2814 3.5621
Tl 0.7203 -0.5002 -0.3702
C -2.4602 5.7805 -0.5310
H 4.1074 -5.7895 0.7904
H -4.4081 -1.9822 -5.4899
C 3.2670 2.1221 4.3331
H 4.1383 2.2932 4.9482
H 6.5798 -1.2053 -2.2990
P -0.6381 1.3111 -2.6402
C 3.8384 -3.6935 1.0593
C -3.6087 -5.0162 1.8508
H -4.6079 5.5099 -0.5136
H 2.5669 -0.3624 -3.5145
H -4.0819 6.9226 -1.4245
C 5.1409 -1.1441 -0.7324
H -4.0723 6.9669 0.3258
H -2.4944 5.1588 4.0843
H -2.9892 6.4172 2.0495
O -3.8252 -1.4399 -1.6682
H -3.3876 1.7829 -3.7503
H 4.4530 1.6287 1.2107
H -4.7538 -0.8305 2.5766
C -1.4449 -1.0542 -3.8341
N -0.4186 -2.0239 2.6609
H -1.5338 7.5460 -1.3982
C 2.9393 -0.5935 -1.4128
H 3.2429 0.0131 4.6866
H -0.4184 6.4919 -0.5309
C 2.6576 3.1807 3.6803
C -2.2073 4.9646 -1.7796
C -2.2207 4.9416 0.7091
C 1.9541 1.4489 -5.8581
C 2.9612 2.5330 -3.9662
H 4.9403 -0.6925 -4.0776
H -0.4858 0.5423 4.6526
O 2.1702 -4.5243 -1.7016
C -2.1618 4.7830 -4.1937
C -1.6632 -1.9077 -2.5524
H -4.9611 0.3232 -4.8901
H -2.1959 -0.6235 5.9893
H -3.7693 -3.4211 0.3825
C 0.1926 -3.2930 -2.1801
H 1.7201 -4.6358 4.1425
C 1.5367 2.9710 2.8969
H -4.3487 -0.9058 -1.0461
H -3.9849 -3.2208 3.0153
C 3.0190 2.1300 -5.2916
H 3.0551 4.1784 3.7842
O -1.2931 3.0805 -0.5374
C 0.9981 1.6926 2.7814
C -1.3067 2.9780 1.7983
H -4.9389 -4.7241 0.1895
H -1.9667 -2.4195 -5.5215
C 6.5516 -0.4752 3.6567
H -4.3208 -1.3155 4.9543
H 1.0738 3.8009 2.3821
H 3.8936 2.3472 -5.8842
O -2.0971 -0.3985 -0.7408
H -1.9850 -5.3415 3.2328
H -3.3665 -3.2728 -3.0551
H 0.3468 -5.1419 -3.2827
C -3.8932 6.3305 -0.5350
H 5.8490 -1.4013 0.0448
H -1.5252 7.5288 0.3730
H -1.3898 2.9590 3.9392
C -2.5299 -1.1727 -1.5616
H 3.7897 3.0621 -3.5212
H 1.2148 -0.3668 3.2991
H -3.0107 0.3259 1.2235
C -2.8546 0.1173 2.2741
H 7.7257 1.2925 3.9354
H -1.3831 -3.3419 -0.0219
P -0.4634 1.3472 1.7422
C -3.7147 -1.3677 -4.9374
C 1.6348 0.6237 3.4127
C -4.0046 -0.1018 -4.6304
C 6.8876 0.8459 3.4198
H -2.3668 5.2202 -5.1584
C -1.6186 3.6856 0.6374
C -3.0708 0.7723 -3.9553
C -1.4171 0.2409 4.1989
N -0.5096 -1.9685 1.3389
H 7.1378 -1.0730 4.3356
C -3.8184 -0.5250 3.0293
C -0.2958 -4.2904 -3.1156
C 1.4752 -3.5941 -1.3371
C -2.5228 5.4498 1.9657
C 0.8219 1.1686 -5.1100
C -1.5187 -4.1797 -3.6407
P 3.1923 -0.9505 1.3207
H -3.9304 -6.0620 1.8966
C -1.4214 6.9173 -0.5193
C -1.5842 3.5320 -4.1053
H 4.3965 -3.4401 0.1714
H -1.9578 -4.9606 -4.2468
C 3.2820 -0.5586 -2.7347
C 5.0467 1.0369 1.8951
C 6.1429 1.5978 2.5245
C 5.4546 -1.0398 3.0280
C -1.6272 3.7037 -1.7021
C 2.7557 0.8430 4.1943
C -1.6281 3.5104 3.0413
C 4.6253 -0.7615 -3.0488
C -2.3818 -0.4102 4.9479
*
```

2.
ORCA calculation (the ωB97M-V functional and the def2-TZVPD basis) on a structure of composition C69H68BrIKN5O2S2Sb2.

Energy relative to the best compared isomer or geometry (same formula, charge and spin) = 0.00 kJ/mol
Gap between HOMO and LUMO = 5.227 eV
E_LUMO = 3.2 eV
Energy = -213415.0752 eV

```
! wB97M-V def2-TZVPD RIJCOSX def2/J DEFGRID3
* xyz -2 1
C 3.8080 -0.8584 0.4278
H 4.4067 4.3422 6.3219
H -2.0360 5.1182 0.3085
H 0.7012 3.9881 6.6356
C 2.9370 -0.3154 -4.8365
H -0.6124 10.1831 5.2622
H 2.6071 8.5425 -0.1828
C -4.3007 0.9380 0.7755
H -1.3654 5.0384 5.1966
H -0.6220 1.0953 -4.9317
N 1.0578 1.1559 2.4174
C 1.4114 -5.1384 3.1962
C -0.9907 -0.1237 5.2024
H -4.2259 -2.3194 -0.8438
H 5.0767 -1.3998 1.9015
S -1.5704 7.7650 4.4226
C -1.6169 6.2573 3.4556
C 2.2964 7.5739 -0.5468
H -4.4269 -1.8115 7.6758
C -4.0111 -1.5398 6.7055
H 1.8818 -6.9921 2.2276
H -2.2692 -3.6220 6.6205
C -1.8061 -6.8973 -3.5647
H -1.0369 -6.0155 -5.3522
H -1.0494 -0.4270 8.0600
I 0.8865 3.1241 -2.1213
C 2.4891 3.9471 5.3881
C 1.0773 0.5068 -6.0875
C -1.0543 -5.9055 -1.5083
C 1.9531 2.9735 4.3507
H 1.5626 -5.5312 4.1931
C -5.5061 2.0681 3.0337
H -5.1914 2.5557 -0.2930
N 2.7977 -1.3188 -0.2370
Br 2.6058 5.4716 -4.0898
C 0.5816 1.1057 3.6591
C -5.2880 -0.0736 -1.9239
H 4.5348 3.6997 4.6799
C -1.5863 -1.7097 3.1249
C 2.1912 5.9544 -2.2981
C -1.7283 3.8570 2.0215
C -0.0829 8.5804 3.9038
Sb 0.9026 -3.2924 -1.3657
Sb -3.2383 0.2204 -0.9674
C -2.1165 -0.4032 7.8521
C -2.4829 -1.4557 6.8001
C -6.3823 -0.5538 -1.2120
C -0.4160 0.0602 3.9363
H -6.8738 0.4333 -4.8922
H 0.6390 1.9082 5.6507
H 2.3369 2.0713 1.1205
H 0.6198 0.7647 -7.0365
H 0.3173 -4.3445 -4.1511
C 1.0803 -3.8064 3.0155
C 2.5918 7.1988 -1.8449
N 2.2496 -0.7257 -1.3241
H 0.6651 4.7831 0.4449
H -4.5869 0.4605 4.1155
H -2.4156 -7.5592 -1.6287
C 0.9335 0.4062 -3.6463
C 2.9055 -0.5364 -2.4047
H -1.7866 -2.3365 2.2681
H 3.8340 -2.5255 1.5839
C -1.7077 2.6457 1.3102
K 0.3771 0.4189 -0.3028
C -6.7404 0.1465 -3.8543
H -3.4794 -1.9083 0.6906
C -1.0363 -5.9906 -4.2705
C 1.0205 1.9931 4.6482
C -0.2834 -4.9820 -2.2015
H -5.9655 2.5158 3.9093
H 2.9318 -0.1248 -6.9722
H -0.9564 -1.4572 -1.8824
H -2.4009 -7.6339 -4.0913
C 2.2585 -0.1338 -3.6305
C -3.3216 -1.9174 -0.3846
C 1.9463 2.0833 2.1284
H -8.7676 -0.5155 -3.6176
C -1.8898 -1.1540 5.4306
H -6.2427 3.5610 1.6933
C 1.6009 6.7050 0.2810
H -8.4556 -1.1178 -1.2396
H -2.6487 -0.6105 8.7789
C 2.4123 3.0220 3.0370
C -0.2835 -5.0509 -3.5896
C 1.2097 5.4678 -0.1901
C 0.2533 9.7916 4.7389
C 1.5795 -5.9594 2.0927
H -0.6000 -1.4391 -0.1459
C -1.9361 -2.8145 7.2712
H -2.3967 0.5950 7.5272
C 1.7722 3.8274 6.7378
H 1.5032 -6.1087 -0.0421
H 2.8791 5.5364 3.9549
H -1.9778 -3.5452 0.0699
O 0.5981 8.1801 2.9952
C -1.5021 5.0420 4.1229
C 1.0183 -4.1287 0.6293
C -4.1429 0.3710 2.0276
H -2.3797 -3.4006 -1.6331
O 0.2681 0.6920 -2.5739
H 3.9755 -0.7691 -2.4587
C -5.6670 2.6489 1.7867
C -7.8039 -0.3766 -3.1393
H -0.8466 -2.8080 7.2664
C 2.3200 5.3808 4.8714
C 1.3774 -5.4574 0.8181
H -2.8813 -2.7967 4.4224
C 3.9770 3.6407 5.6093
H 1.9476 2.8532 7.1920
H 1.2745 5.5805 4.6550
C -2.1925 -1.9705 4.3424
H 3.9387 -0.7302 -4.8126
H -4.3177 -2.2848 5.9750
H -1.0741 -5.8858 -0.4257
H -3.5166 -0.5023 2.1437
H -4.6722 0.6964 -3.8159
H 2.1538 4.5810 7.4251
H 2.6657 6.1026 5.6110
C -0.8504 -2.0716 -0.9926
H 3.1469 3.7473 2.7185
H 0.9816 -3.1486 3.8692
C -1.8077 -6.8536 -2.1816
C -1.5592 3.8631 3.4172
C -5.5023 0.2914 -3.2480
H 0.6962 10.5604 4.1087
H -0.7113 0.5282 6.0122
C 0.8991 -3.3049 1.7385
C -2.1379 -2.8181 -0.7390
C -4.7361 0.9234 3.1467
C 0.3818 0.6904 -4.9167
C -1.6355 1.5467 0.7654
C -1.8340 6.2821 2.0834
H 1.0006 9.4866 5.4691
S 4.7184 0.5499 0.1497
H 0.6770 -2.2545 1.6137
N -0.7303 -0.7345 2.9178
H -6.2641 -0.8076 -0.1636
C -7.6225 -0.7165 -1.8078
H -1.4616 2.9175 3.9306
C -1.8785 5.0984 1.3787
H 1.3457 7.0008 1.2845
C -5.0673 2.0866 0.6750
N 4.1326 -1.5615 1.5841
H -4.4245 -0.5775 6.4119
H -2.2802 -3.0205 8.2862
H 4.1027 2.6356 6.0053
C 1.4939 5.0647 -1.4926
H -1.9494 7.2259 1.5662
H 3.1160 7.8650 -2.5139
C 2.3730 0.0048 -6.0544
*
```

3.
ORCA calculation (the ωB97M-V functional and the def2-TZVPD basis) on a structure of composition C69H96BaN7O21.

Gap between HOMO and LUMO (spin up / spin down) = 8.423 / 6.680 eV
E_LUMO (spin up / spin down) = -4.6 / -6.3 eV
Energy = -127201.7191 eV

```
! wB97M-V def2-TZVPD RIJCOSX def2/J DEFGRID3
* xyz 2 2
H -3.2041 -1.0516 -7.4955
O 5.0438 0.9590 -1.5640
H 3.7684 -5.1163 -2.5421
O 5.6218 -0.0702 3.0973
H 1.6493 5.3689 -2.4695
C -1.3826 -0.7756 -0.0375
H 5.6486 -2.5195 1.1425
H -1.5553 -2.6262 5.1475
H -1.0146 5.7580 -0.0488
O -3.8393 3.5734 0.3653
H -3.2588 2.7677 4.1866
C -1.5049 5.4802 -0.9818
H 3.6381 2.3483 -0.2761
C -3.0722 6.0068 3.2559
C 0.2793 -3.8030 -5.2515
H -1.3523 1.4099 -4.5552
H 0.1557 3.5797 -3.9244
H -6.3747 4.7431 -6.3306
C -5.6595 4.4404 -5.5801
C 8.1987 -3.7441 4.6810
C -5.3823 2.1813 1.4996
H 0.4732 -1.5539 1.8009
H -2.2592 6.1993 -1.3014
C -0.4594 5.4586 -2.0316
C -1.2030 -0.3481 1.3911
O 1.7102 1.0575 -4.9648
C 6.2186 -3.2192 5.9573
C 7.6022 -1.9980 -0.6354
H 4.9819 3.4408 0.3746
H 4.2410 -2.2136 0.0803
H -2.2698 4.0942 -5.1937
H 0.3896 -0.1102 2.7733
C 5.5284 1.6410 -0.6770
H 5.6236 -5.8581 2.9980
C -3.5872 4.8702 3.8615
C 2.6969 -0.2727 1.2048
C -2.4427 -1.5126 8.2002
H 0.9718 4.2850 -1.1202
H 1.6577 -4.9788 2.9652
C 6.1437 -2.0430 -0.8688
C -0.6447 -0.7974 -2.3642
C -4.6932 0.9905 1.0903
H 7.0363 3.0329 -0.9323
H 8.0993 -1.6136 -1.5260
O -5.3871 4.5787 1.4793
O -2.7715 5.0575 -7.4536
H -3.9255 -4.5564 0.3386
C 1.0192 5.2694 -1.5857
O 1.7764 -2.0242 -4.6368
C -2.2807 0.2897 6.6020
O 1.8232 0.8433 -1.4593
H -4.2585 -4.6979 2.0188
H 2.0501 -5.4444 -3.0633
H -0.3675 -1.8375 -2.1925
H -7.8576 0.6262 3.2976
O -1.5020 -4.5985 6.6983
H -7.0564 4.0182 -3.9489
H -4.5153 0.9301 -6.8350
H -0.1134 4.6998 2.0824
H -2.4205 -0.6506 -0.3462
H -5.3540 3.2869 -2.3765
H -1.3631 6.9198 2.2848
H -1.1018 2.6690 3.1096
H -1.6747 -0.8063 -2.7209
C -1.4677 -4.2053 2.8244
C -2.0545 -2.3939 7.1765
H 5.5080 -4.0293 2.6688
C 0.2878 -0.4809 1.7533
H 1.6267 -2.3784 -7.5839
H 0.5208 -4.5650 -0.9171
O -4.8338 5.3032 -8.0066
O 2.8064 -2.7632 -2.0962
C -4.6670 0.3699 -4.7307
H -3.0288 3.2614 -2.9457
C 0.8959 -1.9245 -6.9146
H -0.1308 -2.0816 -7.2453
H -1.2677 1.8541 -0.2139
C 1.2086 1.7852 1.1944
H 7.6040 1.8352 0.2829
C -5.0900 3.6621 -3.3542
O -0.7431 5.6525 -3.2142
H -1.3821 -3.1187 2.8165
C 3.7201 -5.0768 2.5030
Ba 3.6201 -0.4403 -3.3408
H 1.6680 3.7097 -4.9208
H -2.2055 1.3471 -1.5979
H 0.8416 -2.8644 -0.5326
N -1.9638 -3.8239 7.5023
H -2.6444 -2.7144 -5.8468
O 7.6172 -0.4143 2.4620
H -2.7821 0.5990 8.6317
C -1.8971 -0.6027 5.6024
C -4.4094 -0.6259 -3.7680
C -1.1927 1.3898 -1.1971
C 5.9584 -2.1436 5.0710
C 2.5433 -4.3898 3.2039
H -7.0394 2.9138 2.6730
C -3.3235 4.0099 -4.9720
H 1.8304 3.0041 -3.3775
C 1.1113 3.1262 -4.1875
O -1.5872 -5.3429 0.7800
O -5.0450 7.3043 3.5351
C -3.7383 3.5994 -3.6865
H 2.4303 -3.3723 2.8298
O 3.4853 -5.9512 1.6429
C -1.5748 3.6335 3.2209
C -3.7648 -1.7754 -4.2089
C 2.3362 -3.7861 -1.6846
H -2.6509 -1.7885 9.2234
H -6.6705 -1.4060 2.3609
N -5.0193 -0.5867 -2.4662
H 0.4290 2.3237 0.6557
H 2.1294 2.3109 0.9417
H -1.0535 2.4309 -5.9646
C 4.6074 2.4295 0.2157
H -1.9285 4.4987 -0.7690
H -2.1261 -4.5333 3.6288
C 6.8983 -1.8418 4.0631
H 2.6610 -5.9053 -1.4796
C 2.7170 -5.1421 -2.2558
C -2.1198 -4.6301 1.5847
N -3.9711 4.9908 -7.1983
O 5.7216 -1.8109 -1.9921
C -0.5098 0.0336 -1.0269
H 7.6454 1.4809 -1.3988
C -6.3688 -0.3930 2.1388
C -0.6446 1.6244 -5.3560
C -7.0003 0.7334 2.6496
H 8.7964 -2.4172 3.2193
H -1.6897 -1.0569 2.0611
O -2.3687 -4.2151 8.5876
C -1.7862 5.9979 2.6556
H 2.6103 -1.3562 1.2859
H -0.5749 0.7443 -5.9953
H 8.1008 -2.9479 -0.4430
H 0.3822 -4.1007 -4.2080
C -2.8519 3.6875 3.7932
C 5.2294 -2.6682 0.1474
H 0.8200 -4.5532 -5.8285
C -2.5393 -0.1553 7.8979
H -5.2431 1.2497 -4.4846
H -0.7849 -3.8125 -5.4872
C 8.0227 -2.6400 3.9392
C -4.3088 4.4378 -5.8837
H -0.1116 -0.5258 -3.2753
H 1.1138 -0.8567 -6.8936
C 7.0441 1.9827 -0.6406
H 4.4851 1.9450 1.1844
N 0.9348 0.0259 -0.5917
C 1.0242 -2.5497 -5.4992
C -4.2764 0.2052 -6.0709
C -6.0328 4.1038 -4.2825
C 1.2638 0.2681 0.8485
C -6.5626 2.0145 2.3122
H 3.4633 -0.0928 0.4509
H -0.4861 -4.5786 3.1164
H -3.7713 -3.1269 1.2945
H -2.5586 1.2902 6.3050
H 5.4716 -3.5160 6.6785
C -1.7598 -1.9066 5.9265
H -3.7459 -2.5996 -3.5113
H 7.9620 -1.4148 0.2122
N -4.8003 3.5188 1.1121
C 1.2933 -3.8516 -0.6298
H 9.0571 -4.3978 4.7294
H -3.9178 1.0478 0.3407
C -3.5560 -0.9022 -6.4854
H 3.0533 0.0680 2.1769
H 4.9997 -4.7068 4.2209
O -5.2215 0.5342 -2.0289
H 2.7367 -4.4561 4.2745
H 1.7835 -4.1040 0.3104
C 0.8006 1.8420 -4.8437
N 6.7234 -0.6106 3.2041
C -3.1890 -1.8467 -5.5048
H 7.3574 -5.0335 6.2191
H 5.0329 -1.6340 5.2951
C 7.2632 -4.1206 5.6497
H 5.1772 -3.7326 -0.0815
H -1.2046 -1.8446 -0.1548
H -0.6810 2.1172 -1.8272
H -1.6338 0.6151 1.6646
O -5.0814 -1.6084 -1.8065
C -3.5916 -4.2018 1.3137
C -5.1972 -0.2180 1.4353
H -1.7481 -0.3123 4.5729
N -3.8834 7.2267 3.1116
H -4.6402 4.8033 4.0918
H -4.6907 -1.1013 1.0751
C 5.1001 -4.9151 3.1557
H 1.2917 5.9874 -0.8122
H 1.0386 2.0856 2.2283
O -3.3804 8.1504 2.4529
C -1.0340 4.7909 2.6396
*
```